# 1
{
  "formula": "C19H14ClN3OS",
  "method": "ωB97M-V with the def2-TZVPD basis set",
  "elements": ["Cl", "C", "C", "C", "C", "C", "C", "C", "C", "C", "N", "C", "C", "C", "C", "C", "C", "N", "N", "C", "C", "C", "S", "C", "O", "H", "H", "H", "H", "H", "H", "H", "H", "H", "H", "H", "H", "H", "H"],
  "positions_angstrom": [[-5.169471, 5.168442, -3.135037], [-4.411606, 4.508877, -1.722865], [-4.767937, 4.986407, -0.466752], [-4.209392, 4.488937, 0.723767], [-3.246457, 3.464602, 0.633476], [-2.865742, 2.974274, -0.647820], [-3.471540, 3.505935, -1.802276], [-1.847720, 1.886922, -0.750699], [-1.845509, 0.994497, 0.521992], [-0.722624, -0.000143, 0.476702], [-0.886495, -1.243586, 0.139537], [0.332307, -1.916257, 0.170614], [0.488453, -3.269815, -0.215129], [1.781270, -3.788881, -0.307521], [2.934491, -3.027025, 0.039376], [4.269140, -3.654722, -0.020482], [4.532311, -5.080846, -0.014036], [5.807025, -5.375917, 0.010728], [6.412895, -4.147847, 0.124830], [5.503950, -3.065111, 0.075418], [2.750059, -1.710910, 0.449713], [1.465694, -1.147318, 0.499448], [0.939801, 0.466959, 0.873325], [-1.705156, 1.980404, 1.742079], [-2.714228, 2.997981, 1.779726], [-5.508085, 5.781095, -0.392451], [-4.509902, 4.932166, 1.680856], [-3.132342, 3.110042, -2.778504], [-2.063370, 1.197556, -1.535660], [-0.870795, 2.347317, -0.963768], [-2.825455, 0.455851, 0.589466], [-0.363414, -3.917992, -0.468033], [1.894956, -4.826712, -0.615042], [3.794553, -5.846878, -0.089552], [7.417455, -4.012314, 0.248917], [5.782347, -2.004355, 0.120710], [3.578035, -1.058995, 0.701391], [-0.735110, 2.478607, 1.711909], [-1.812392, 1.368754, 2.611649]],
  "forces_ev_per_angstrom": [[0.07, -0.04, -0.08], [0.02, -0.06, 0.77], [-0.14, 0.20, 0.81], [0.14, -0.04, -0.94], [-0.20, 0.27, -1.44], [-1.04, 0.69, 0.54], [0.90, -0.71, -0.20], [0.27, -0.34, 0.63], [-0.11, 1.58, 0.35], [-0.09, -0.70, 0.11], [0.45, 0.76, 0.51], [-0.09, -0.60, -0.62], [0.77, 0.00, -0.05], [-0.41, 0.35, 0.45], [-0.64, -0.10, -0.22], [-0.11, -0.64, 0.47], [-0.26, 1.30, -0.55], [0.71, 1.65, 0.69], [-0.65, 1.63, -0.35], [0.84, -1.89, 0.15], [-0.18, 0.51, -0.01], [-0.41, -0.78, -0.24], [-0.17, -0.15, -0.19], [-0.39, -0.55, -1.50], [0.16, -0.60, 0.59], [0.14, -0.16, -0.06], [0.23, -0.41, -0.39], [-0.39, 0.30, 0.61], [-0.22, -0.16, -1.03], [0.00, -0.39, 0.29], [0.89, 0.34, -0.06], [0.34, 0.62, 0.14], [0.04, 0.26, 0.01], [-0.18, -0.45, 0.01], [-0.68, -0.64, -0.24], [0.12, -0.82, 0.01], [0.18, -0.24, 0.05], [0.11, -0.10, 0.07], [-0.01, 0.09, 0.92]],
  "lowdin_charge": [0.657, -0.692, -0.110, 0.016, -0.223, -0.140, -0.060, -0.107, -0.250, -0.523, 0.115, -0.309, 0.002, -0.025, -0.176, -0.182, -0.121, 0.039, -0.039, -0.025, -0.038, -0.457, 1.085, -0.126, -0.016, 0.103, 0.123, 0.127, 0.116, 0.135, 0.172, 0.119, 0.101, 0.096, 0.146, 0.124, 0.108, 0.110, 0.123],
  "multiplicity": 1,
  "smiles": "Clc1ccc2c(c1)C[C@@H](c1nc3ccc(-c4cn[nH]c4)cc3s1)CO2",
  "e_above_lowest_kj_mol": 0.0,
  "homo_energy_ha": -0.3064,
  "gap_ev": 8.707,
  "lumo_energy_ev": 0.37
}



# 2
{
  "formula": "C19H14FNO5S",
  "method": "ωB97M-V with the def2-TZVPD basis set",
  "elements": ["O", "C", "O", "C", "O", "C", "C", "C", "C", "C", "C", "C", "C", "S", "C", "O", "N", "C", "C", "C", "C", "C", "F", "C", "C", "C", "O", "H", "H", "H", "H", "H", "H", "H", "H", "H", "H", "H", "H", "H", "H"],
  "positions_angstrom": [[-0.132938, -1.937957, 0.301243], [1.032456, -2.197085, 0.408592], [1.584684, -2.647979, 1.524987], [2.023914, -2.070959, -0.752835], [3.363560, -2.053651, -0.287403], [4.022552, -0.836619, -0.373017], [5.237450, -0.817971, -1.043684], [5.937890, 0.365152, -1.184643], [5.412865, 1.541711, -0.677332], [4.209208, 1.524262, 0.000963], [3.506631, 0.336560, 0.184362], [2.281673, 0.348748, 0.994947], [1.109820, 0.864649, 0.612244], [0.726784, 1.521218, -0.967339], [-0.992879, 1.758030, -0.503752], [-1.816423, 2.221581, -1.231337], [-1.170097, 1.354043, 0.789704], [-2.491865, 1.417758, 1.397365], [-3.494545, 0.600579, 0.626983], [-4.697513, 1.163194, 0.223491], [-5.621840, 0.415893, -0.483576], [-5.318307, -0.897936, -0.787901], [-6.214409, -1.632639, -1.480899], [-4.124284, -1.479961, -0.403651], [-3.212914, -0.723614, 0.309553], [-0.083803, 0.868149, 1.484840], [-0.109962, 0.523715, 2.638010], [2.547122, -2.756920, 1.389300], [1.909080, -2.967394, -1.375885], [1.783856, -1.197212, -1.364540], [5.613221, -1.743267, -1.451504], [6.882772, 0.369564, -1.705400], [5.942730, 2.472914, -0.803854], [3.803558, 2.433553, 0.417373], [2.337429, -0.061923, 1.997575], [-2.809349, 2.463611, 1.442613], [-2.365024, 1.029070, 2.413156], [-4.915554, 2.194025, 0.458536], [-6.560036, 0.839740, -0.804460], [-3.916219, -2.506049, -0.660893], [-2.275512, -1.167524, 0.608014]],
  "forces_ev_per_angstrom": [[-0.06, -0.16, 0.04], [0.36, 0.18, -0.67], [0.13, -0.27, 0.55], [-0.40, -0.19, -0.13], [0.28, 0.15, 0.10], [0.14, 0.23, -0.10], [-0.16, -0.18, 0.09], [-0.05, 0.02, 0.01], [0.07, 0.10, -0.02], [0.05, -0.09, -0.06], [0.07, -0.15, -0.23], [-0.62, 0.25, 0.17], [0.81, -0.12, -0.28], [0.16, 0.03, -0.11], [0.71, -0.03, -0.30], [-0.24, 0.14, -0.07], [-0.56, -0.04, 0.45], [-0.20, 0.02, 0.16], [-0.08, 0.01, 0.01], [0.15, -0.16, 0.08], [-0.10, -0.22, -0.10], [0.08, 0.11, 0.09], [0.05, 0.04, 0.03], [-0.18, -0.03, -0.10], [-0.12, 0.17, 0.05], [0.05, 0.01, 0.30], [0.00, -0.08, 0.05], [-0.32, 0.11, -0.07], [-0.02, 0.15, 0.08], [-0.02, -0.06, 0.15], [0.03, -0.10, -0.06], [0.08, 0.00, -0.05], [0.06, 0.09, -0.01], [-0.05, 0.10, 0.06], [-0.13, -0.01, 0.06], [0.03, -0.12, 0.05], [-0.01, 0.16, -0.15], [0.00, 0.13, 0.00], [-0.10, 0.01, -0.05], [-0.01, -0.12, -0.04], [0.10, -0.06, 0.03]],
  "lowdin_charge": [0.115, -0.520, 0.148, -0.068, -0.060, -0.212, 0.005, -0.070, -0.073, -0.026, -0.166, -0.043, -0.429, 1.112, -0.692, 0.087, 0.003, -0.058, -0.213, -0.031, -0.003, -0.275, 0.053, 0.009, -0.010, -0.446, 0.132, 0.128, 0.150, 0.126, 0.122, 0.107, 0.106, 0.122, 0.145, 0.138, 0.137, 0.116, 0.117, 0.120, 0.097],
  "multiplicity": 1,
  "smiles": "O=C(O)COc1ccccc1/C=C1\\SC(=O)N(Cc2ccc(F)cc2)C1=O",
  "homo_energy_ha": -0.3287,
  "gap_ev": 8.722,
  "lumo_energy_ev": -0.22
}



# 3
{
  "formula": "C19H15AsMnNS8",
  "method": "ωB97M-V with the def2-TZVPD basis set",
  "elements": ["Mn", "S", "C", "C", "C", "C", "C", "C", "S", "C", "C", "C", "C", "C", "C", "C", "S", "C", "C", "C", "C", "C", "C", "S", "N", "H", "H", "H", "H", "H", "H", "H", "H", "H", "H", "H", "H", "H", "H", "H", "S", "As", "S", "S", "S"],
  "positions_angstrom": [[0.013307, -0.292534, 0.279103], [-1.259742, 0.374299, 1.982978], [-2.795711, 0.923255, 1.255238], [-3.802439, 1.352054, 2.101288], [-4.995811, 1.802092, 1.547081], [-5.164251, 1.817506, 0.171779], [-4.155400, 1.367673, -0.672723], [-2.958396, 0.929532, -0.131179], [-1.687041, 0.235872, -1.159383], [-0.855051, 1.644268, -1.967474], [0.628745, 1.376167, -2.049776], [1.397506, 1.991071, -3.017785], [2.771046, 1.807834, -3.001414], [3.337796, 1.018172, -2.015088], [2.514304, 0.409197, -1.083936], [3.087075, -0.514848, -0.046698], [2.000890, -0.800389, 1.380219], [2.332104, 0.618371, 2.401858], [3.419042, 0.609192, 3.264544], [3.636518, 1.689477, 4.110663], [2.762610, 2.769031, 4.121538], [1.667756, 2.788598, 3.267550], [1.463218, 1.710137, 2.417223], [0.101430, 1.789622, 1.275337], [1.181873, 0.580870, -1.113127], [-3.664081, 1.331518, 3.174534], [-5.794074, 2.136032, 2.195391], [-6.096876, 2.163383, -0.252918], [-4.312020, 1.341165, -1.743350], [-1.042993, 2.534690, -1.363533], [-1.273903, 1.803452, -2.958927], [0.925634, 2.610139, -3.768480], [3.394403, 2.280537, -3.748392], [4.407068, 0.863563, -1.971914], [4.063366, -0.176943, 0.296680], [3.222581, -1.512657, -0.474237], [4.084337, -0.244581, 3.283611], [4.487742, 1.678890, 4.778006], [2.930502, 3.597626, 4.795464], [0.981523, 3.625313, 3.271160], [0.252532, -1.517772, -4.118714], [-0.908663, -2.395696, -2.730068], [-0.887336, -2.298459, 0.787958], [0.356516, -2.452697, -0.776845], [-2.682734, -3.280424, -2.523041]],
  "forces_ev_per_angstrom": [[0.36, -0.02, -0.31], [-0.18, 0.19, 0.17], [0.46, 0.05, -0.06], [-0.13, 0.04, 0.06], [0.03, -0.01, 0.05], [-0.05, 0.02, 0.01], [0.07, -0.04, -0.04], [-0.03, 0.02, -0.05], [-0.01, 0.06, -0.03], [0.00, 0.03, 0.03], [-0.05, -0.03, 0.06], [0.03, 0.02, -0.03], [0.00, 0.00, 0.01], [-0.02, 0.01, -0.01], [0.00, 0.01, -0.07], [0.01, -0.11, -0.06], [0.05, 0.08, 0.13], [0.00, 0.04, 0.08], [-0.06, -0.04, -0.07], [-0.03, 0.06, 0.04], [0.01, -0.02, -0.07], [0.06, -0.02, 0.10], [-0.21, -0.07, -0.19], [-0.08, 0.12, 0.30], [0.01, -0.03, -0.12], [0.00, 0.02, 0.00], [0.00, 0.00, 0.00], [0.00, 0.00, 0.00], [0.01, 0.01, 0.00], [0.00, 0.00, -0.02], [-0.01, -0.01, 0.00], [0.01, 0.00, 0.00], [0.00, 0.01, 0.00], [0.00, 0.00, 0.00], [-0.01, 0.01, 0.03], [0.02, 0.04, -0.03], [0.00, 0.00, 0.01], [-0.01, 0.00, 0.00], [0.00, 0.00, 0.00], [0.00, 0.00, -0.02], [-0.02, 0.00, 0.02], [0.00, -0.09, 0.05], [-0.05, -0.70, -0.24], [-0.22, 0.36, 0.32], [0.01, 0.00, -0.02]],
  "lowdin_charge": [-0.608, 0.778, -0.520, -0.056, -0.017, -0.015, -0.042, -0.468, 0.904, -0.297, -0.336, 0.008, 0.011, 0.026, -0.285, -0.317, 0.989, -0.475, -0.053, -0.016, -0.021, -0.064, -0.523, 0.851, -0.038, 0.126, 0.130, 0.130, 0.129, 0.102, 0.106, 0.138, 0.134, 0.137, 0.110, 0.097, 0.127, 0.129, 0.128, 0.122, 0.179, -0.083, 0.255, 0.180, 0.208],
  "multiplicity": 1,
  "homo_energy_ha": [-0.5273, -0.5273],
  "gap_ev": [7.048, 7.047],
  "charge": 2,
  "lumo_energy_ev": [-7.30, -7.30]
}



# 4
{
  "formula": "C19H15BCoF4N3O2S3Te",
  "method": "ωB97M-V with the def2-TZVPD basis set",
  "elements": ["Co", "S", "C", "C", "C", "C", "C", "C", "C", "C", "C", "N", "H", "H", "H", "H", "H", "H", "O", "C", "C", "C", "C", "C", "C", "C", "O", "N", "N", "C", "S", "C", "C", "S", "H", "H", "H", "H", "H", "H", "H", "H", "H", "Te", "F", "B", "F", "F", "F"],
  "positions_angstrom": [[-0.127339, 1.052007, -0.048284], [-0.998647, 5.378296, 0.091738], [0.621218, 5.203537, 0.655941], [1.024887, 3.903425, 0.672960], [0.038514, 2.962316, 0.219252], [-1.103131, 3.648452, -0.110162], [-2.193074, 2.898492, -0.668321], [-3.426523, 3.406766, -1.082737], [-4.347022, 2.569030, -1.680078], [-4.014155, 1.232618, -1.865913], [-2.787738, 0.792505, -1.398948], [-1.896574, 1.576027, -0.788701], [1.177091, 6.080496, 0.955651], [2.011660, 3.610026, 1.010358], [-3.637161, 4.458237, -0.930792], [-5.309853, 2.949958, -2.001445], [-4.693423, 0.530152, -2.329065], [-2.497789, -0.244878, -1.515090], [3.018246, -3.141428, -1.324045], [3.901725, -2.136648, -1.082220], [5.266691, -2.367780, -1.253353], [6.198067, -1.366103, -1.037379], [5.765019, -0.108329, -0.647938], [4.408180, 0.117266, -0.474827], [3.448481, -0.872224, -0.676905], [2.020934, -0.485637, -0.428905], [1.800768, 0.740220, -0.178392], [1.099292, -1.429118, -0.458698], [-0.117641, -0.860147, -0.155018], [-1.077583, -1.700743, 0.097305], [-0.778822, -3.441203, -0.104455], [-2.435775, -4.043356, -0.542166], [-3.548378, -3.923542, 0.493272], [-4.313182, -2.278621, 0.511439], [3.519793, -3.932430, -1.545457], [5.593464, -3.356823, -1.563462], [7.253023, -1.573824, -1.173719], [6.476534, 0.689271, -0.474279], [4.033241, 1.084198, -0.166822], [-2.253439, -5.099330, -0.765421], [-2.756891, -3.563350, -1.468338], [-3.181949, -4.171538, 1.490888], [-4.348674, -4.623234, 0.233564], [-2.483454, -0.976368, 1.491927], [-0.651891, 0.392622, 3.020379], [-0.861587, 0.158466, 4.416416], [-0.068741, 1.042497, 5.161397], [-2.232275, 0.384893, 4.688986], [-0.534108, -1.165114, 4.729865]],
  "forces_ev_per_angstrom": [[0.21, 0.51, -0.40], [-0.04, -0.04, 0.02], [0.00, -0.01, 0.00], [0.00, 0.04, 0.05], [0.06, -0.11, -0.11], [0.01, 0.09, -0.01], [-0.06, 0.00, -0.01], [0.02, 0.04, -0.04], [0.00, 0.00, 0.00], [0.03, 0.02, 0.00], [0.07, -0.06, -0.15], [-0.09, -0.11, 0.28], [0.00, 0.00, 0.00], [0.00, 0.00, -0.01], [0.00, 0.00, 0.00], [0.00, 0.01, 0.00], [0.00, 0.00, 0.00], [-0.02, 0.00, 0.07], [-0.01, -0.02, 0.01], [0.00, 0.03, -0.01], [0.01, -0.01, -0.01], [-0.03, 0.00, 0.01], [0.02, 0.02, 0.01], [0.01, 0.01, 0.00], [0.01, -0.09, -0.03], [-0.06, 0.17, -0.03], [-0.15, -0.29, 0.22], [0.09, 0.06, -0.10], [-0.22, -0.22, -0.04], [0.14, 0.09, 0.20], [-0.02, 0.03, -0.03], [-0.01, 0.00, 0.03], [0.02, 0.02, 0.01], [-0.04, 0.07, -0.03], [0.01, 0.00, 0.00], [-0.01, 0.00, 0.00], [0.00, 0.00, 0.00], [-0.01, 0.00, 0.00], [0.01, 0.00, 0.00], [0.01, 0.00, 0.02], [0.01, -0.01, -0.01], [0.01, 0.00, -0.01], [0.00, 0.00, 0.01], [-0.01, -0.15, -0.08], [0.06, -0.13, 0.26], [-0.12, 0.20, -0.16], [-0.01, 0.01, 0.03], [0.04, -0.02, 0.04], [0.05, -0.11, 0.01]],
  "lowdin_charge": [0.306, 0.908, -0.469, -0.193, -0.184, -0.536, -0.274, -0.046, -0.105, -0.092, -0.182, 0.021, 0.038, 0.087, 0.090, 0.089, 0.090, 0.078, 0.049, -0.261, -0.055, -0.122, -0.109, -0.019, -0.053, -0.438, -0.076, 0.040, -0.207, -0.933, 0.837, -0.604, -0.708, 0.278, 0.094, 0.099, 0.088, 0.088, 0.114, 0.052, 0.057, 0.054, 0.047, 1.196, -0.047, -1.302, 0.085, 0.047, 0.081],
  "multiplicity": 1,
  "e_above_lowest_kj_mol": 189.1,
  "homo_energy_ha": [-0.0223, -0.0217],
  "gap_ev": [4.832, 4.817],
  "charge": -2,
  "lumo_energy_ev": [4.23, 4.23]
}